Here is a single C4H5F3 molecule from OMol25. Energies are from wB97M-V/def2-TZVPD.

Values from the calculation:
Highest occupied orbital energy   -10.514 eV
Orbital gap   11.429 eV
Structure (SMILES)   F/C=C/[C@@H](F)CF
DFT total energy   -12380.29345 eV

Geometry as ORCA input:
```
! wB97M-V def2-TZVPD RIJCOSX def2/J DEFGRID3
* xyz 0 1
F -1.20 0.87 -2.67
C -0.60 0.74 -1.44
C -0.50 -0.47 -0.91
C 0.02 -0.77 0.49
F 1.00 -1.77 0.32
C 0.71 0.40 1.14
F 1.09 0.01 2.42
H -0.40 1.64 -0.93
H -0.88 -1.36 -1.38
H -0.80 -1.23 1.07
H 1.57 0.78 0.61
H -0.02 1.15 1.27
*
```